[1]
A molecular structure, C40H47F6N5O11ReSSi at a distorted geometry, computed with ωB97M-V/def2-TZVPD.

Values from the calculation:
Energy relative to the best compared isomer or geometry (same formula, charge and spin)   0.0 kJ/mol
HOMO-LUMO gap (spin up / spin down)   6.2 / 6.2 eV
HOMO (spin up / spin down)   -2.31 / -2.31 eV
E   -4019.42528 hartree
Expectation value of S²   0.814

```
! wB97M-V def2-TZVPD RIJCOSX def2/J DEFGRID3
* xyz -2 2
Re 0.825 1.288 -1.251
C -2.468 -0.994 -2.736
C -1.025 -0.610 -2.584
O -0.761 0.064 -1.537
C -0.085 -1.050 -3.507
C 1.283 -0.947 -3.314
C 2.222 -1.740 -4.171
N 1.780 -0.216 -2.314
N 3.057 -0.570 -1.920
C 3.244 -0.027 -0.773
O 2.301 0.665 -0.159
C 4.533 -0.166 -0.054
C 5.679 -0.593 -0.717
C 6.879 -0.702 -0.030
C 6.942 -0.382 1.322
C 5.799 0.052 1.981
C 4.598 0.165 1.294
H -2.602 -2.031 -2.422
H -2.785 -0.904 -3.778
H -3.079 -0.359 -2.098
H -0.441 -1.606 -4.363
H 1.713 -2.054 -5.081
H 2.565 -2.620 -3.624
H 3.103 -1.146 -4.412
H 5.609 -0.831 -1.771
H 7.769 -1.032 -0.552
H 7.880 -0.467 1.857
H 5.840 0.305 3.033
H 3.701 0.506 1.789
F -4.172 1.335 -7.099
C -3.872 2.491 -6.480
C -2.871 2.560 -5.601
N -2.533 3.727 -4.954
C -1.457 3.831 -3.943
C -0.633 2.565 -3.744
O -0.323 1.868 -4.701
O -0.306 2.421 -2.518
C -3.217 4.896 -5.208
O -2.945 5.958 -4.689
N -4.254 4.773 -6.120
C -4.679 3.647 -6.813
O -5.612 3.690 -7.589
H -2.251 1.704 -5.375
H -1.889 4.151 -3.000
H -0.765 4.609 -4.270
H -4.772 5.623 -6.291
F -2.313 1.855 -0.297
C -1.453 2.204 0.684
C -0.079 2.150 0.492
C 0.654 2.610 1.580
F 2.003 2.664 1.542
C 0.094 3.068 2.755
F 0.866 3.498 3.775
C -1.279 3.087 2.894
F -1.844 3.528 4.036
C -2.060 2.661 1.843
F -3.403 2.708 1.955
C -3.304 -2.390 4.256
C -3.436 -1.859 2.828
C -4.211 -2.852 1.964
C -4.145 -0.509 2.836
O -2.174 -1.622 2.237
Si -0.740 -2.480 2.229
S 0.360 -2.082 0.594
O -0.005 -2.168 3.711
C 0.629 -0.973 4.144
C 0.758 -1.102 5.658
C 2.009 -0.855 3.510
C -0.203 0.257 3.789
O -1.251 -4.059 2.495
C -0.692 -5.292 2.103
C -1.431 -6.357 2.911
C -0.921 -5.512 0.612
C 0.798 -5.329 2.431
H -4.294 -2.478 4.715
H -2.698 -1.706 4.855
H -2.816 -3.366 4.263
H -5.213 -3.026 2.372
H -3.673 -3.800 1.919
H -4.303 -2.458 0.949
H -5.161 -0.604 3.233
H -4.196 -0.109 1.821
H -3.591 0.204 3.451
H 1.354 -1.984 5.904
H -0.232 -1.219 6.106
H 1.239 -0.217 6.084
H 2.583 -1.768 3.688
H 2.547 -0.002 3.939
H 1.917 -0.727 2.430
H -1.197 0.195 4.239
H -0.327 0.338 2.706
H 0.293 1.163 4.154
H -2.506 -6.279 2.730
H -1.250 -6.208 3.979
H -1.097 -7.361 2.631
H -1.993 -5.486 0.395
H -0.521 -6.483 0.301
H -0.433 -4.716 0.046
H 0.950 -5.032 3.471
H 1.343 -4.627 1.795
H 1.194 -6.340 2.284
O 0.904 4.694 -0.503
C 1.774 4.308 -1.246
C 2.737 5.268 -1.930
C 3.654 4.370 -2.736
C 3.042 2.986 -2.596
O 3.419 2.033 -3.239
N 2.035 2.992 -1.635
H 3.231 5.867 -1.167
H 2.144 5.944 -2.548
H 4.671 4.324 -2.343
H 3.718 4.613 -3.796
*
```

=====

[2]
A molecular structure, C5H8N at a distorted geometry, computed with ωB97M-V/def2-TZVPD.

Values from the calculation:
Energy relative to the best compared isomer or geometry (same formula, charge and spin)   490.5 kJ/mol
HOMO-LUMO gap   9.8 eV
HOMO   -15.86 eV
E   -249.63830 hartree

```
! wB97M-V def2-TZVPD RIJCOSX def2/J DEFGRID3
* xyz 1 1
C 1.143 -0.747 0.223
C 0.045 -1.293 -0.521
C 2.138 0.266 0.125
C -0.454 0.225 -0.258
C -1.745 0.589 0.447
N 0.698 0.424 0.654
H 0.038 -1.727 -1.523
H -0.527 -2.054 0.018
H 2.705 0.415 1.049
H 2.336 0.852 -0.742
H -0.284 0.847 -1.078
H -2.568 -0.098 0.321
H -1.921 1.460 -0.193
H -1.604 0.842 1.478
*
```

=====

[3]
2 unconnected molecules or ions with the total composition C10H9F2N2, computed with ωB97M-V/def2-TZVPD.

Values from the calculation:
Energy relative to the best compared isomer or geometry (same formula, charge and spin)   0.0 kJ/mol
HOMO-LUMO gap   6.5 eV
HOMO   -12.01 eV
E   -695.42050 hartree

```
! wB97M-V def2-TZVPD RIJCOSX def2/J DEFGRID3
* xyz 1 1
F 1.427 -5.975 0.750
C 1.035 -4.745 0.686
C 1.983 -3.712 0.671
C 1.534 -2.412 0.632
C 0.148 -2.217 0.614
N -0.627 -3.286 0.626
N -0.254 -4.550 0.665
H 3.033 -3.962 0.694
H 2.204 -1.570 0.619
H -0.304 -1.241 0.556
H -1.632 -3.149 0.601
F -0.244 0.413 -0.793
C -0.482 1.762 -0.690
C -0.488 2.516 -1.841
C -0.728 3.878 -1.733
C -0.956 4.452 -0.490
C -0.944 3.665 0.653
C -0.704 2.302 0.558
H -0.307 2.047 -2.799
H -0.739 4.490 -2.624
H -1.143 5.514 -0.412
H -1.120 4.111 1.622
H -0.693 1.671 1.438
*
```

=====

[4]
A molecular structure, C36H39MnN3O2P3S3, computed with ωB97M-V/def2-TZVPD.

Values from the calculation:
Energy relative to the best compared isomer or geometry (same formula, charge and spin)   142.4 kJ/mol
HOMO-LUMO gap (spin up / spin down)   7.5 / 5.8 eV
HOMO (spin up / spin down)   -6.94 / -5.26 eV
E   -5079.74266 hartree
Expectation value of S²   6.120

```
! wB97M-V def2-TZVPD RIJCOSX def2/J DEFGRID3
* xyz 0 5
Mn -0.107 0.534 -0.202
C 0.976 -3.291 -0.378
N 0.490 -2.528 -1.556
P -1.244 -2.298 -1.325
C -1.819 -4.022 -1.555
C -3.032 -4.361 -0.964
C -3.566 -5.632 -1.128
C -2.877 -6.581 -1.868
C -1.654 -6.258 -2.442
C -1.129 -4.985 -2.288
C -1.805 -1.545 -2.903
C -1.948 -0.158 -2.918
C -2.356 0.511 -4.061
C -2.658 -0.210 -5.209
C -2.561 -1.594 -5.197
C -2.138 -2.256 -4.054
P 1.216 -0.944 -1.582
C 1.205 -0.459 -3.351
C 1.441 0.889 -3.612
C 1.515 1.352 -4.916
C 1.341 0.469 -5.973
C 1.105 -0.875 -5.718
C 1.044 -1.340 -4.412
C 3.003 -1.401 -1.527
C 3.486 -2.459 -2.300
C 4.838 -2.751 -2.327
C 5.732 -1.979 -1.591
C 5.262 -0.927 -0.825
C 3.901 -0.644 -0.788
H 0.441 -4.237 -0.314
H 0.824 -2.748 0.564
H 2.036 -3.505 -0.488
H -3.559 -3.623 -0.368
H -4.511 -5.886 -0.665
H -3.289 -7.574 -1.994
H -1.109 -7.002 -3.010
H -0.171 -4.730 -2.728
H -1.724 0.419 -2.020
H -2.444 1.589 -4.053
H -2.978 0.305 -6.105
H -2.807 -2.163 -6.084
H -2.071 -3.336 -4.065
H 1.585 1.574 -2.780
H 1.702 2.401 -5.109
H 1.390 0.826 -6.993
H 0.967 -1.565 -6.541
H 0.850 -2.387 -4.216
H 2.794 -3.058 -2.879
H 5.199 -3.578 -2.924
H 6.791 -2.201 -1.620
H 5.951 -0.323 -0.249
H 3.542 0.177 -0.184
C 3.095 5.172 2.027
C 2.058 5.488 0.974
O 0.843 4.759 1.222
P 0.443 3.474 0.373
S -1.332 2.838 0.888
S 1.884 2.085 0.424
O 0.466 4.095 -1.115
C -0.402 3.668 -2.165
C -1.593 4.591 -2.290
H 3.978 5.791 1.860
H 3.388 4.124 1.983
H 2.705 5.388 3.021
H 2.421 5.271 -0.032
H 1.774 6.540 1.013
H -0.726 2.635 -1.992
H 0.203 3.681 -3.073
H -2.194 4.562 -1.382
H -2.209 4.283 -3.136
H -1.257 5.614 -2.459
N 0.693 0.108 2.982
C -0.608 -0.184 2.785
N -1.179 -0.292 1.619
C -2.534 -0.575 1.764
C -3.464 -0.679 0.737
C -4.783 -0.968 1.043
C -5.195 -1.154 2.363
C -4.285 -1.032 3.400
C -2.968 -0.737 3.082
S -1.631 -0.495 4.169
H 1.173 0.612 2.233
H 0.969 0.379 3.911
H -3.163 -0.527 -0.294
H -5.503 -1.046 0.240
H -6.230 -1.379 2.581
H -4.591 -1.152 4.430
*
```

=====

[5]
A molecular structure, C4H4AuO2 at a distorted geometry, computed with ωB97M-V/def2-TZVPD.

Values from the calculation:
Energy relative to the best compared isomer or geometry (same formula, charge and spin)   0.0 kJ/mol
HOMO-LUMO gap (spin up / spin down)   6.0 / 5.9 eV
HOMO (spin up / spin down)   -16.86 / -19.47 eV
E   -439.89382 hartree
Expectation value of S²   3.796

```
! wB97M-V def2-TZVPD RIJCOSX def2/J DEFGRID3
* xyz 2 4
H -0.635 1.408 0.791
O -2.074 2.242 -0.242
C -1.412 1.526 -1.010
C -0.328 0.871 -0.271
C 0.058 -0.408 -0.375
C 0.913 -0.969 0.664
O 1.287 -2.140 0.649
Au 2.409 -3.041 1.508
H -1.153 1.875 -2.028
H -0.390 -1.098 -1.095
H 1.326 -0.265 1.410
*
```

=====

[6]
A molecular structure, C11H24IN3ORbTa at a distorted geometry, computed with ωB97M-V/def2-TZVPD.

Values from the calculation:
HOMO-LUMO gap   7.8 eV
HOMO   -15.66 eV
E   -1051.37702 hartree

```
! wB97M-V def2-TZVPD RIJCOSX def2/J DEFGRID3
* xyz 2 1
N 0.217 1.693 -0.616
C 0.593 2.812 -0.238
O 0.860 3.976 -0.463
Rb 0.593 3.511 -2.987
Ta 0.005 -0.195 -0.253
N 1.793 -0.703 -0.774
N -1.635 -0.610 -1.213
C 3.131 -0.047 -0.827
C -3.039 -0.178 -0.954
C 3.092 1.015 -1.921
C 4.240 -1.052 -1.113
C 3.379 0.606 0.533
C -3.924 -0.429 -2.174
C -3.557 -0.984 0.234
C -3.064 1.312 -0.657
H 2.747 0.578 -2.871
H 4.110 1.413 -2.064
H 2.438 1.858 -1.643
H 4.349 -1.779 -0.301
H 5.196 -0.513 -1.181
H 4.082 -1.568 -2.063
H 2.654 1.403 0.753
H 4.391 1.048 0.529
H 3.320 -0.145 1.332
H -3.508 0.049 -3.063
H -4.916 0.012 -1.991
H -4.070 -1.498 -2.365
H -3.532 -2.059 0.001
H -4.588 -0.671 0.450
H -2.939 -0.820 1.128
H -2.480 1.589 0.233
H -4.115 1.592 -0.473
H -2.697 1.891 -1.520
C -1.433 -1.799 -2.081
H -0.407 -1.808 -2.469
H -1.649 -2.740 -1.542
H -2.092 -1.728 -2.957
C 1.706 -2.196 -0.708
H 2.459 -2.599 -0.019
H 0.716 -2.518 -0.319
H 1.847 -2.631 -1.708
I -0.318 -0.438 2.354
*
```